[1]
C47H93N10O5 | the ωB97M-V functional and the def2-TZVPD basis

Structure (XYZ):
```
155
C47H93N10O5 | the Open Molecules 2025 dataset | the ωB97M-V functional and the def2-TZVPD basis
C 1.216 -0.855 0.228
C 0.195 -0.612 -0.904
C 0.601 -1.549 -2.060
O -1.137 -0.647 -0.564
H 2.257 -0.796 -0.083
H 1.023 -1.836 0.676
H 1.025 -0.141 1.039
H 0.512 0.395 -1.286
H 1.503 -1.272 -2.613
H -0.151 -1.536 -2.861
H 0.667 -2.581 -1.704
C -2.511 -5.108 -0.442
C -1.208 -4.337 -0.613
N -0.079 -5.288 -0.664
C 0.032 -6.334 -1.552
C 1.287 -6.794 -1.450
N 1.897 -6.118 -0.427
C 1.038 -5.249 0.069
C 3.271 -6.316 0.068
H -3.342 -4.406 -0.572
H -2.518 -5.597 0.528
H -2.719 -5.782 -1.276
H -1.067 -3.715 0.270
H -1.220 -3.670 -1.470
H -0.846 -6.692 -2.057
H 1.705 -7.646 -1.957
H 1.127 -4.450 0.793
H 3.311 -7.109 0.809
H 3.533 -5.354 0.499
H 3.943 -6.543 -0.753
C -4.641 -0.867 0.385
C -3.784 -1.802 1.213
N -3.341 -1.178 2.445
C -2.154 -0.517 2.614
C -2.096 -0.090 3.888
N -3.201 -0.624 4.525
C -3.932 -1.245 3.629
C -3.604 -0.352 5.900
H -5.559 -0.634 0.926
H -4.894 -1.296 -0.586
H -4.092 0.047 0.146
H -2.906 -2.132 0.654
H -4.268 -2.753 1.431
H -1.503 -0.364 1.755
H -1.397 0.506 4.445
H -4.940 -1.564 3.838
H -3.444 0.692 6.140
H -2.982 -0.978 6.545
H -4.611 -0.692 6.123
C 1.451 3.110 5.988
C 1.724 3.280 4.481
N 2.243 2.093 3.816
C 2.777 2.069 2.554
C 3.329 0.859 2.349
N 3.090 0.122 3.486
C 2.475 0.903 4.359
C 3.395 -1.294 3.744
H 2.362 2.811 6.496
H 0.716 2.309 6.089
H 1.022 4.059 6.286
H 2.408 4.118 4.360
H 0.786 3.537 3.987
H 2.712 2.946 1.931
H 3.768 0.386 1.481
H 2.118 0.555 5.313
H 2.742 -1.551 4.581
H 4.411 -1.367 4.118
H 3.171 -1.884 2.869
C -8.132 -0.150 -5.362
C -7.705 -0.498 -3.952
N -6.486 -1.316 -3.944
C -6.393 -2.652 -4.238
C -5.125 -3.043 -4.013
N -4.463 -1.942 -3.515
C -5.284 -0.911 -3.547
C -3.063 -1.950 -3.072
H -9.002 0.510 -5.356
H -8.467 -0.993 -5.964
H -7.326 0.396 -5.852
H -8.432 -1.116 -3.415
H -7.648 0.378 -3.308
H -7.308 -3.140 -4.529
H -4.655 -4.003 -4.128
H -5.064 0.034 -3.082
H -2.408 -2.080 -3.930
H -2.966 -2.697 -2.294
H -2.796 -0.984 -2.639
C 5.193 -0.056 -1.742
C 4.883 1.296 -2.405
C 5.408 2.423 -1.568
N 5.261 3.779 -2.206
C 3.836 4.087 -2.426
C 5.887 4.929 -1.429
C 6.287 5.960 -2.458
C 6.829 5.083 -3.572
C 6.008 3.805 -3.549
H 5.447 0.105 -0.680
H 6.137 -0.469 -2.096
H 4.418 -0.814 -1.688
H 3.792 1.307 -2.538
H 5.225 1.208 -3.437
H 6.485 2.250 -1.483
H 5.064 2.549 -0.543
H 3.728 5.031 -2.942
H 3.420 4.031 -1.414
H 3.290 3.258 -2.876
H 5.203 5.276 -0.660
H 6.812 4.541 -0.998
H 5.458 6.640 -2.663
H 7.114 6.559 -2.079
H 6.892 5.565 -4.546
H 7.865 4.830 -3.337
H 5.243 3.744 -4.321
H 6.641 2.933 -3.686
C -3.994 3.353 3.023
C -3.123 2.892 1.850
C -3.063 3.854 0.703
N -2.113 3.381 -0.377
C -0.861 2.733 0.129
C -1.807 4.502 -1.362
C -2.047 3.976 -2.775
C -2.205 2.469 -2.608
C -2.793 2.291 -1.246
H -4.466 2.505 3.519
H -4.795 4.040 2.751
H -3.384 3.844 3.781
H -3.460 1.922 1.475
H -2.130 2.710 2.257
H -2.616 4.800 1.023
H -3.992 4.125 0.209
H -0.476 3.467 0.845
H -0.171 2.612 -0.698
H -0.984 1.792 0.659
H -0.771 4.796 -1.170
H -2.324 5.419 -1.083
H -1.290 4.228 -3.510
H -2.996 4.407 -3.100
H -1.219 2.001 -2.696
H -2.757 1.992 -3.418
H -2.513 1.324 -0.809
H -3.852 2.484 -1.084
C 0.479 -3.253 3.226
C 0.897 -4.573 3.824
O 0.064 -5.227 4.471
O 2.076 -4.934 3.633
H -0.255 -3.404 2.421
H 1.331 -2.698 2.827
H -0.044 -2.616 3.932
C 4.257 -2.771 0.453
C 5.599 -2.359 1.039
O 5.635 -1.296 1.748
O 6.562 -3.081 0.764
H 3.905 -3.652 0.995
H 4.379 -3.055 -0.597
H 3.517 -1.969 0.477
```

Computed properties:
2S+1: 1
Charge: +3

***

[2]
C47H99BrIN4O17P2S2 | the ωB97M-V functional and the def2-TZVPD basis

Structure (XYZ):
```
173
C47H99BrIN4O17P2S2 | the Open Molecules 2025 dataset | the ωB97M-V functional and the def2-TZVPD basis
C 3.831 5.869 1.342
C 3.016 5.308 0.068
N 2.700 3.882 -0.072
C 2.294 3.084 1.127
C 0.664 3.317 1.268
Br 0.479 5.027 2.384
N -0.148 2.330 1.987
C -1.596 2.670 1.894
C -2.298 3.145 3.340
C -3.914 2.873 3.393
O -4.584 4.039 4.058
C 0.242 0.909 1.990
C -0.372 -0.058 0.820
C -0.037 -1.685 1.024
C -1.433 -2.610 1.041
I -1.084 -4.414 -0.226
P -0.607 0.109 3.560
S -2.478 -0.316 3.392
C 1.909 0.872 2.134
P 2.313 1.323 3.949
O 1.328 2.640 4.617
O 3.921 2.027 4.236
S 2.444 -0.234 5.173
N 2.702 1.591 1.075
C 2.488 1.169 -0.366
C 2.552 -0.429 -0.715
C 3.741 -0.741 -1.853
C 4.159 -2.326 -1.817
N 5.506 -2.623 -1.196
C 6.447 -1.799 -0.344
C 7.849 -2.473 0.183
C 7.700 -3.943 -0.531
C 6.255 -3.961 -1.355
C 4.192 1.348 1.223
C 5.200 2.601 1.442
C 5.870 3.210 0.035
O 5.663 2.710 -1.183
O 6.836 4.358 0.099
H 3.370 5.567 2.401
H 3.763 7.060 1.321
H 4.970 5.616 1.407
H 3.612 5.655 -0.908
H 1.993 5.924 0.009
H 2.002 3.826 -0.874
H 2.693 3.509 2.170
H 0.149 3.538 0.213
H -2.315 1.841 1.487
H -1.791 3.611 1.183
H -1.731 2.673 4.275
H -2.159 4.323 3.471
H -4.390 2.598 2.360
H -4.072 1.969 4.157
H -4.416 4.000 5.058
H -0.097 0.271 -0.294
H -1.564 -0.046 0.756
H 0.666 -1.901 1.933
H 0.538 -2.136 0.078
H -2.343 -2.070 0.542
H -1.732 -2.962 2.117
H 0.054 -1.165 3.882
H -0.510 0.900 4.749
H 2.164 -0.293 2.059
H 0.988 2.341 5.512
H 3.882 2.458 5.159
H 1.482 1.654 -0.792
H 3.311 1.614 -1.115
H 1.548 -0.760 -1.272
H 2.811 -1.138 0.176
H 4.675 -0.038 -1.722
H 3.244 -0.524 -2.892
H 4.220 -2.710 -2.945
H 3.324 -2.970 -1.259
H 6.282 -0.691 -0.007
H 8.711 -2.038 0.871
H 8.520 -4.775 -0.423
H 5.958 -4.923 -1.952
H 4.392 0.589 2.126
H 4.704 0.779 0.305
H 6.157 2.127 1.986
H 4.851 3.436 2.183
H 6.761 4.768 -0.817
C 7.495 -4.793 4.427
O 8.783 -4.203 4.406
C 9.030 -3.385 5.549
C 10.521 -3.380 5.897
O 10.961 -4.579 6.549
C 11.034 -5.753 5.729
C 12.181 -5.715 4.715
O 11.844 -4.880 3.609
C 12.980 -4.271 3.019
H 6.722 -4.022 4.342
H 7.416 -5.474 3.576
H 7.352 -5.375 5.343
H 8.459 -3.740 6.416
H 8.708 -2.368 5.301
H 10.692 -2.577 6.620
H 11.142 -3.154 5.029
H 10.075 -5.962 5.256
H 11.226 -6.580 6.423
H 12.356 -6.725 4.320
H 13.092 -5.360 5.211
H 13.542 -3.699 3.763
H 12.637 -3.581 2.245
H 13.624 -5.031 2.560
C 3.549 -2.115 -9.227
O 2.473 -2.772 -8.579
C 1.913 -3.818 -9.372
C 1.345 -4.926 -8.481
O 2.350 -5.775 -7.912
C 3.157 -5.194 -6.879
C 2.399 -4.975 -5.567
O 1.563 -3.822 -5.658
C 0.408 -3.920 -4.843
H 3.190 -1.579 -10.111
H 3.984 -1.398 -8.525
H 4.327 -2.832 -9.507
H 2.666 -4.247 -10.044
H 1.107 -3.379 -9.971
H 0.734 -5.580 -9.111
H 0.682 -4.530 -7.710
H 3.646 -4.284 -7.227
H 3.955 -5.922 -6.690
H 3.116 -4.795 -4.754
H 1.809 -5.869 -5.335
H -0.165 -4.818 -5.091
H -0.223 -3.049 -5.034
H 0.690 -3.931 -3.783
C -11.237 -0.957 0.132
O -10.309 -0.434 1.067
C -9.495 -1.446 1.657
C -8.120 -0.885 2.029
O -7.248 -0.714 0.903
C -7.576 0.358 0.008
C -7.316 1.745 0.601
O -8.351 2.101 1.515
C -7.897 2.963 2.545
H -11.972 -1.591 0.638
H -11.754 -0.119 -0.343
H -10.719 -1.523 -0.649
H -9.365 -2.293 0.971
H -10.007 -1.794 2.561
H -7.624 -1.618 2.671
H -8.199 0.035 2.609
H -8.593 0.257 -0.369
H -6.910 0.230 -0.854
H -7.319 2.495 -0.203
H -6.338 1.752 1.094
H -7.059 2.512 3.085
H -8.716 3.116 3.252
H -7.600 3.933 2.127
C -9.839 6.287 -4.549
O -10.915 5.629 -3.901
C -11.475 4.584 -4.694
C -12.043 3.476 -3.803
O -11.038 2.627 -3.235
C -10.230 3.208 -2.201
C -10.989 3.427 -0.889
O -11.824 4.580 -0.980
C -12.980 4.481 -0.165
H -10.198 6.823 -5.433
H -9.404 7.004 -3.848
H -9.061 5.570 -4.829
H -10.722 4.155 -5.367
H -12.281 5.023 -5.293
H -12.654 2.822 -4.433
H -12.706 3.872 -3.033
H -9.742 4.118 -2.549
H -9.433 2.480 -2.012
H -10.272 3.607 -0.076
H -11.579 2.533 -0.657
H -13.553 3.583 -0.413
H -13.611 5.352 -0.356
H -12.698 4.470 0.895
```

Computed properties:
2S+1: 1
Charge: +1

***

[3]
C47H99N5O7 | the ωB97M-V functional and the def2-TZVPD basis

Structure (XYZ):
```
158
C47H99N5O7 | the Open Molecules 2025 dataset | the ωB97M-V functional and the def2-TZVPD basis
O -19.895 -7.223 16.752
C -18.962 -8.098 17.372
C -17.559 -8.225 16.600
O -16.745 -7.082 16.292
H -19.298 -9.123 17.531
H -18.788 -7.936 18.436
H -17.719 -8.844 15.716
H -16.903 -8.793 17.259
C -10.918 -9.584 21.621
C -12.163 -9.450 22.548
C -11.524 -9.184 23.882
C -12.489 -8.482 24.906
C -13.165 -7.296 24.208
C -13.946 -7.592 22.974
N -12.926 -8.192 22.062
O -13.367 -8.354 20.760
C -15.229 -8.370 23.165
C -14.438 -6.251 22.509
C -12.944 -10.796 22.677
H -11.219 -9.738 20.585
H -10.305 -10.440 21.902
H -10.378 -8.651 21.460
H -11.110 -10.119 24.259
H -10.587 -8.632 23.955
H -12.158 -8.173 25.898
H -13.174 -9.308 25.096
H -12.332 -6.613 24.043
H -13.878 -6.940 24.952
H -15.444 -9.026 22.321
H -15.136 -9.062 24.002
H -16.111 -7.770 23.387
H -15.040 -6.236 21.600
H -15.091 -5.833 23.275
H -13.651 -5.524 22.303
H -13.300 -11.096 21.692
H -13.778 -10.789 23.379
H -12.260 -11.605 22.934
H -14.047 -9.017 20.904
C -11.097 -7.699 11.250
C -11.546 -9.156 11.275
C -10.751 -9.965 10.167
C -10.659 -11.530 10.466
C -10.335 -11.877 11.876
C -11.324 -11.184 12.921
N -11.232 -9.711 12.669
O -11.814 -8.988 13.718
C -12.684 -11.792 12.706
C -10.781 -11.581 14.313
C -13.068 -9.197 11.056
H -11.457 -7.130 10.393
H -10.013 -7.685 11.140
H -11.290 -7.139 12.165
H -11.260 -9.885 9.207
H -9.726 -9.635 9.998
H -9.876 -11.795 9.755
H -11.552 -12.042 10.108
H -9.372 -11.520 12.242
H -10.467 -12.931 12.122
H -13.015 -11.915 11.675
H -12.818 -12.729 13.247
H -13.417 -11.137 13.177
H -11.544 -11.406 15.071
H -10.407 -12.585 14.513
H -9.985 -10.870 14.532
H -13.262 -8.485 10.253
H -13.584 -8.722 11.891
H -13.542 -10.140 10.786
H -12.734 -9.178 13.517
C -21.661 -4.400 22.424
C -23.112 -4.644 23.060
C -23.614 -3.305 23.729
C -25.152 -3.292 24.104
C -26.006 -3.702 22.816
C -25.585 -5.030 22.114
N -24.076 -5.144 22.020
O -23.676 -6.290 21.490
C -26.159 -6.193 23.034
C -26.308 -5.054 20.678
C -22.912 -5.615 24.229
H -21.593 -3.561 21.731
H -21.298 -5.323 21.972
H -20.879 -4.320 23.179
H -23.051 -3.141 24.648
H -23.207 -2.512 23.102
H -25.493 -2.319 24.457
H -25.354 -4.018 24.892
H -25.785 -2.969 22.039
H -27.032 -3.744 23.180
H -25.760 -6.273 24.045
H -27.238 -6.065 23.122
H -26.153 -7.233 22.707
H -25.807 -5.520 19.830
H -27.187 -5.694 20.752
H -26.562 -4.026 20.417
H -22.100 -5.223 24.841
H -22.609 -6.606 23.890
H -23.763 -5.697 24.904
H -23.277 -6.022 20.658
C -22.930 -0.803 17.363
C -23.074 0.656 16.888
C -22.330 1.521 17.950
C -21.978 2.957 17.515
C -21.232 3.072 16.135
C -21.891 2.113 15.059
N -22.392 0.746 15.572
O -22.886 -0.054 14.613
C -23.039 2.860 14.435
C -20.819 1.804 13.946
C -24.548 1.040 16.826
H -23.169 -0.862 18.425
H -23.590 -1.561 16.941
H -21.934 -1.227 17.237
H -22.871 1.559 18.895
H -21.429 1.001 18.274
H -22.877 3.555 17.366
H -21.366 3.532 18.210
H -20.165 2.894 16.269
H -21.301 4.124 15.860
H -23.772 3.159 15.184
H -23.419 2.301 13.580
H -22.767 3.858 14.090
H -20.022 1.207 14.389
H -20.268 2.660 13.555
H -21.238 1.238 13.114
H -25.080 0.691 15.942
H -25.020 0.446 17.608
H -24.741 2.111 16.886
H -23.770 0.244 14.386
C -20.067 -7.430 10.488
C -21.477 -7.873 10.542
C -21.333 -9.282 11.287
C -22.675 -9.852 11.748
C -23.519 -8.896 12.499
C -23.659 -7.511 11.818
N -22.293 -6.961 11.381
O -22.310 -5.689 10.802
C -24.741 -7.477 10.759
C -24.289 -6.495 12.891
C -22.203 -8.038 9.093
H -19.457 -8.070 9.852
H -19.426 -7.288 11.358
H -20.020 -6.491 9.937
H -20.750 -9.973 10.678
H -20.696 -9.218 12.168
H -22.493 -10.722 12.379
H -23.159 -10.320 10.891
H -23.212 -8.792 13.540
H -24.508 -9.353 12.477
H -24.645 -8.365 10.135
H -25.750 -7.445 11.170
H -24.708 -6.613 10.095
H -23.616 -5.997 13.588
H -24.637 -5.607 12.365
H -25.087 -6.863 13.535
H -21.550 -8.286 8.256
H -22.863 -7.221 8.800
H -22.895 -8.873 9.199
H -22.817 -5.825 9.998
```

Computed properties:
2S+1: 1
Relative energy (zero: lowest compared OMol25 entry of this formula, charge and spin), kcal per mole: 154.4
Charge: -2

***

Number 1: frontier orbital gap 5.034 eV, E_LUMO -6.26 eV. Number 2: frontier orbital gap 6.598 eV, E_LUMO -3.05 eV. Number 3: frontier orbital gap 1.312 eV, E_LUMO 3.29 eV.